(1)
C41H36Cl6N4OPReS | ωB97M-V with the def2-TZVPD basis set

- orbital gap (alpha / beta) (eV) = 5.968 / 5.698
- molecular weight (g mol⁻¹) = 1062.7
- energy above the lowest of the compared OMol25 structures with the same formula, charge and spin (eV) = 26.116
- <S²> = 0.780
- highest occupied orbital energy (alpha / beta) (eV) = -9.74 / -9.79

ORCA input file:
```
! RIJCOSX wB97M-V def2-TZVPD def2/J DEFGRID3
* xyz 1 2
Re 1.751 1.270 0.159
C 9.629 3.267 0.166
C 8.765 3.270 1.251
C 7.505 2.702 1.133
C 7.104 2.138 -0.078
C 7.976 2.138 -1.165
C 9.236 2.702 -1.040
P 5.425 1.467 -0.101
C 5.238 0.342 -1.621
C 3.954 0.291 -1.613
C 2.776 -0.412 -3.570
C 3.587 -0.689 -4.558
C 5.099 -0.629 -4.092
C 5.752 -0.217 -2.980
C 4.365 2.802 -0.949
C 4.969 3.717 -1.790
C 4.235 4.395 -2.766
C 2.904 4.106 -2.953
C 2.261 3.208 -2.098
C 2.928 2.628 -1.005
H 10.614 3.704 0.260
H 9.074 3.706 2.192
H 6.828 2.693 1.979
H 7.670 1.702 -2.109
H 9.912 2.706 -1.885
H 2.462 1.303 -2.306
H 1.193 0.410 -2.318
H 3.317 -0.985 -5.563
H 5.806 -0.935 -4.860
H 6.828 -0.264 -3.095
H 6.037 3.883 -1.709
H 4.732 5.099 -3.420
H 2.353 4.559 -3.766
H 1.207 2.997 -2.263
C -4.093 -3.123 1.808
C -3.928 -2.067 0.703
C -2.676 -2.409 -0.124
C -5.144 -2.181 -0.221
C -3.772 -0.648 1.348
O -2.510 -0.578 2.027
C -4.830 -0.265 2.402
C -6.265 0.087 1.939
C -7.323 -0.908 2.364
C -8.257 -1.397 1.457
C -9.240 -2.296 1.847
C -9.296 -2.708 3.166
Cl -10.522 -3.827 3.667
C -8.390 -2.221 4.096
C -7.415 -1.326 3.690
C -3.721 0.499 0.305
N -2.400 0.717 -0.274
C -1.281 1.082 0.318
N -0.287 1.115 -0.573
C -0.919 0.765 -1.757
N -2.185 0.528 -1.594
H -4.062 -4.116 1.361
H -5.052 -3.024 2.317
H -3.294 -3.088 2.554
H -2.685 -3.471 -0.372
H -1.755 -2.198 0.420
H -2.657 -1.856 -1.065
H -5.218 -3.211 -0.574
H -5.056 -1.549 -1.107
H -6.072 -1.950 0.295
H -2.492 -1.262 2.704
H -4.402 0.599 2.913
H -4.872 -1.064 3.142
H -6.313 0.215 0.857
H -6.531 1.051 2.376
H -8.231 -1.063 0.426
H -9.958 -2.672 1.132
H -8.457 -2.536 5.128
H -6.725 -0.937 4.430
H -4.034 1.424 0.789
H -4.374 0.299 -0.537
H -1.186 1.316 1.364
H -0.422 0.690 -2.705
S 1.091 2.907 4.507
C 1.288 2.402 3.038
N 1.432 2.013 1.914
Cl 2.740 -1.531 2.689
C 2.250 -1.907 1.084
C 1.991 -0.885 0.193
C 1.992 -1.146 -1.215
Cl 2.573 0.009 -2.118
C 1.447 -2.406 -1.534
Cl 0.895 -2.706 -3.145
C 1.584 -3.456 -0.631
Cl 1.205 -5.051 -1.128
C 2.045 -3.223 0.675
Cl 2.280 -4.525 1.758
*
```

Atom charges from the Mulliken analysis, given in e for atoms 1 to 6: atom 1 (Re): 1.653, atom 2 (C): -0.454, atom 3 (C): -0.656, atom 4 (C): -0.565, atom 5 (C): 0.582, atom 6 (C): -0.016

(2)
C4H10NO3 | ωB97M-V with the def2-TZVPD basis set

- orbital gap (eV) = 9.051
- molecular weight (g mol⁻¹) = 120.1
- energy above the lowest of the compared OMol25 structures with the same formula, charge and spin (eV) = 3.001
- highest occupied orbital energy (eV) = -5.06

ORCA input file:
```
! RIJCOSX wB97M-V def2-TZVPD def2/J DEFGRID3
* xyz -1 1
C -0.942 1.272 0.642
C -1.182 -0.018 -0.196
C -0.265 -1.170 0.306
C 1.196 -0.790 -0.048
O 2.043 -0.877 0.863
O 1.405 -0.609 -1.275
N -2.850 0.055 -0.498
H -0.628 2.069 -0.024
H -0.272 1.093 1.481
H -1.926 1.523 1.047
H -2.402 -0.417 0.345
H -0.364 -1.247 1.390
H -0.445 -2.098 -0.235
H -0.767 0.128 -1.189
H -2.907 -0.644 -1.241
H 3.425 0.507 0.301
H 3.070 0.462 -1.113
O 3.811 0.762 -0.554
*
```

Atom charges from the Mulliken analysis, given in e for atoms 1 to 6: atom 1 (C): -1.132, atom 2 (C): -0.142, atom 3 (C): -0.723, atom 4 (C): 0.622, atom 5 (O): -0.779, atom 6 (O): -0.775

(3)
C6H11N2S | ωB97M-V with the def2-TZVPD basis set

- orbital gap (eV) = 8.257
- molecular weight (g mol⁻¹) = 143.2
- energy above the lowest of the compared OMol25 structures with the same formula, charge and spin (eV) = 3.485
- highest occupied orbital energy (eV) = -13.50

ORCA input file:
```
! RIJCOSX wB97M-V def2-TZVPD def2/J DEFGRID3
* xyz 1 1
C 3.695 1.163 0.841
C 4.745 -0.145 -0.655
C -0.089 -0.297 1.604
C -2.480 -0.562 -0.672
C -0.941 -0.506 -0.884
C -0.310 0.116 0.350
N 4.833 0.901 0.164
N 2.783 0.270 0.550
S 3.177 -0.803 -0.650
H 3.685 1.843 1.627
H 5.461 -0.376 -1.351
H 0.025 0.291 2.429
H -0.472 -1.317 1.881
H 1.940 0.250 1.091
H -2.920 -0.797 -1.624
H -2.558 -1.464 -0.053
H -2.870 0.337 -0.273
H -0.760 0.111 -1.796
H -0.720 -1.553 -1.173
H -0.283 1.167 0.366
*
```

Atom charges from the Mulliken analysis, given in e for atoms 1 to 6: atom 1 (C): 0.007, atom 2 (C): -0.038, atom 3 (C): -0.819, atom 4 (C): -1.190, atom 5 (C): -0.529, atom 6 (C): -0.152

(4)
C40H62F6I2KN2OP3SbSi | ωB97M-V with the def2-TZVPD basis set

- orbital gap (alpha / beta) (eV) = 5.294 / 6.939
- molecular weight (g mol⁻¹) = 1236.6
- <S²> = 0.752
- highest occupied orbital energy (alpha / beta) (eV) = -6.79 / -8.43

ORCA input file:
```
! RIJCOSX wB97M-V def2-TZVPD def2/J DEFGRID3
* xyz 0 2
K -0.114 -0.987 -1.249
C -1.971 4.143 -0.844
C -2.871 3.010 -1.331
C -4.323 3.478 -1.364
P -2.505 1.460 -0.355
C -4.020 0.427 -0.608
C -4.058 -0.063 -2.054
C -4.037 -0.741 0.375
C -2.685 1.999 1.393
C -3.937 2.352 1.902
C -4.098 2.737 3.222
C -2.991 2.773 4.058
C -1.749 2.408 3.568
C -1.563 2.008 2.238
Si 0.195 1.529 1.675
C 0.957 3.162 1.054
C 0.639 4.276 1.844
C 1.069 5.554 1.531
C 1.833 5.752 0.392
C 2.150 4.667 -0.409
C 1.730 3.370 -0.100
P 2.123 1.976 -1.247
C 3.949 1.751 -0.913
C 4.452 0.386 -1.380
C 4.881 2.854 -1.407
C 2.068 2.804 -2.907
C 0.707 3.453 -3.144
C 2.358 1.764 -3.991
C 1.044 1.024 3.303
C 1.740 1.970 4.065
C 2.199 1.679 5.341
C 1.967 0.426 5.893
C 1.324 -0.540 5.137
C 0.881 -0.268 3.841
P 0.190 -1.595 2.767
C -1.204 -2.230 3.821
C -2.217 -1.126 4.097
C -1.886 -3.443 3.193
C 1.383 -3.032 2.958
C 2.862 -2.684 3.136
C 1.238 -3.933 1.725
H -2.038 4.999 -1.519
H -0.927 3.844 -0.781
H -2.278 4.473 0.151
H -2.572 2.753 -2.354
H -4.661 3.774 -0.369
H -5.005 2.720 -1.748
H -4.412 4.357 -2.008
H -4.905 1.045 -0.431
H -3.191 -0.683 -2.293
H -4.093 0.759 -2.771
H -4.942 -0.685 -2.211
H -3.099 -1.299 0.352
H -4.828 -1.445 0.111
H -4.202 -0.404 1.399
H -4.809 2.314 1.262
H -5.079 3.000 3.595
H -3.098 3.070 5.094
H -0.907 2.417 4.249
H 0.007 4.150 2.717
H 0.794 6.389 2.164
H 2.173 6.743 0.120
H 2.720 4.846 -1.311
H 3.974 1.755 0.179
H 4.628 0.370 -2.456
H 3.755 -0.412 -1.132
H 5.404 0.153 -0.896
H 4.876 2.933 -2.496
H 5.908 2.624 -1.111
H 4.634 3.830 -0.990
H 2.834 3.581 -2.970
H -0.104 2.754 -2.928
H 0.610 3.758 -4.189
H 0.555 4.330 -2.516
H 1.628 0.950 -3.965
H 3.348 1.323 -3.888
H 2.302 2.231 -4.977
H 1.919 2.960 3.663
H 2.731 2.434 5.907
H 2.305 0.198 6.896
H 1.179 -1.531 5.553
H -0.751 -2.536 4.772
H -2.621 -0.722 3.167
H -1.780 -0.301 4.657
H -3.052 -1.528 4.677
H -2.288 -3.203 2.208
H -2.719 -3.758 3.826
H -1.219 -4.297 3.082
H 1.054 -3.588 3.844
H 3.287 -2.286 2.212
H 3.418 -3.598 3.359
H 3.056 -1.972 3.937
H 1.607 -3.405 0.838
H 0.212 -4.227 1.513
H 1.838 -4.838 1.844
I 3.083 -3.397 -2.112
I 3.961 -2.236 -4.300
O 2.783 -0.044 1.199
H 3.195 0.097 2.060
H 2.111 -0.713 1.392
C 0.007 -3.045 -4.822
C -0.540 -1.663 -4.823
N -0.445 -0.783 -3.852
C -1.177 0.312 -4.262
C -1.707 0.093 -5.492
N -1.287 -1.171 -5.841
H 0.709 -3.159 -4.001
H 0.520 -3.275 -5.757
H -0.793 -3.770 -4.667
H -1.288 1.186 -3.645
H -2.325 0.695 -6.134
H -1.525 -1.667 -6.681
F -1.244 -2.609 -0.113
Sb -1.869 -4.122 -1.127
F -2.393 -5.556 -2.216
F -3.607 -3.829 -0.477
F -1.485 -5.265 0.318
F -2.174 -2.871 -2.529
F -0.072 -4.231 -1.738
*
```

Atom charges from the Mulliken analysis, given in e for atoms 1 to 6: atom 1 (K): 0.602, atom 2 (C): -1.540, atom 3 (C): 0.722, atom 4 (C): -1.748, atom 5 (P): 1.002, atom 6 (C): 0.574

(5)
C6H12N4PS | ωB97M-V with the def2-TZVPD basis set

- orbital gap (eV) = 5.310
- molecular weight (g mol⁻¹) = 203.2
- energy above the lowest of the compared OMol25 structures with the same formula, charge and spin (eV) = 1.814
- SMILES string = C=P(CC)(CC)n1nnnc1[S-]
- highest occupied orbital energy (eV) = -3.38

ORCA input file:
```
! RIJCOSX wB97M-V def2-TZVPD def2/J DEFGRID3
* xyz -1 1
C -0.764 -0.797 2.458
C 1.810 -2.215 -0.575
C -1.228 2.439 -0.080
C 1.687 -0.675 -0.303
C 0.072 1.765 -0.105
C 0.127 0.397 -2.498
N -1.899 -1.245 2.900
N -2.712 -1.405 1.856
N -2.112 -1.072 0.785
N -0.917 -0.615 1.096
P 0.012 -0.017 -0.674
S 0.583 -0.447 3.314
H 0.782 -2.596 -0.622
H 2.169 -2.215 -1.611
H 2.519 -2.571 0.208
H -1.689 2.104 0.842
H -1.313 3.554 -0.004
H -2.006 2.300 -1.020
H 2.444 -0.007 -0.782
H 1.812 -0.422 0.743
H 0.578 1.695 0.807
H 0.590 2.232 -0.944
H -0.905 0.449 -2.722
H 0.359 -0.634 -3.067
*
```

Atom charges from the Mulliken analysis, given in e for atoms 1 to 6: atom 1 (C): 0.051, atom 2 (C): -1.017, atom 3 (C): -0.988, atom 4 (C): -0.470, atom 5 (C): -0.713, atom 6 (C): -0.988

(6)
C6H11N | ωB97M-V with the def2-TZVPD basis set

- orbital gap (alpha / beta) (eV) = 7.610 / 7.343
- molecular weight (g mol⁻¹) = 97.2
- energy above the lowest of the compared OMol25 structures with the same formula, charge and spin (eV) = 4.859
- highest occupied orbital energy (alpha / beta) (eV) = -6.85 / -6.60

ORCA input file:
```
! RIJCOSX wB97M-V def2-TZVPD def2/J DEFGRID3
* xyz 0 1
C 0.418 -1.196 -1.674
C -0.663 -1.617 -0.724
C -0.380 -0.532 0.262
C 0.813 -0.619 1.111
C -0.241 2.007 0.369
C -1.184 0.742 0.074
N 1.545 -0.849 -1.781
H -1.635 -1.593 -1.135
H -0.483 -2.660 -0.516
H 1.017 -1.492 1.632
H 0.857 0.143 1.799
H 1.789 -0.325 0.606
H -0.381 2.359 1.402
H -0.461 2.829 -0.200
H 0.681 1.684 0.083
H -1.644 0.921 -0.953
H -2.217 0.676 0.712
H 2.168 -0.476 -1.068
*
```

Atom charges from the Mulliken analysis, given in e for atoms 1 to 6: atom 1 (C): 0.191, atom 2 (C): -0.544, atom 3 (C): 0.339, atom 4 (C): -1.415, atom 5 (C): -1.339, atom 6 (C): -0.191

Quick rundown of electronic energy, same order as above: -5456.0684; -438.8750; -742.5813; -5094.7286; -1194.2622; -289.7931 a.u.